1.
13
Properties=species:S:1:pos:R:3:forces:R:3:mulliken_charge:R:1 method="wB97M-V/def2-TZVPD" molar_mass_g_mol=81.118 smiles=CC#C[C@H]1CN1 orbital_gap_ha=0.368 relative_energy_kcal_mol=63.2 spin_multiplicity=1
C -2.722026 0.136143 0.137982 -0.108 0.025 -0.001 -1.24
C -1.299438 0.087839 -0.186673 0.448 0.091 -0.212 1.33
C -0.139999 0.105589 -0.516136 -0.458 -0.086 0.159 -0.80
C 1.270886 0.007170 -0.816511 -0.107 0.112 -0.125 -0.31
C 2.232355 0.297023 0.278700 0.140 0.247 0.130 -0.37
N 2.014772 -1.074492 -0.160238 -0.020 -0.248 0.087 -0.59
H -3.203698 0.877496 -0.505388 -0.060 -0.090 0.110 0.27
H -2.889602 0.425809 1.180313 0.062 -0.037 -0.160 0.30
H -3.205404 -0.831488 -0.030364 0.092 0.138 0.015 0.30
H 1.563070 0.198554 -1.846746 -0.052 -0.036 0.190 0.32
H 1.809240 0.630177 1.223997 0.070 -0.106 -0.149 0.26
H 3.211574 0.701415 0.037649 -0.149 -0.039 0.011 0.25
H 1.378114 -1.548438 0.476195 0.144 0.029 -0.055 0.27

***

2.
65
Properties=species:S:1:pos:R:3:forces:R:3:mulliken_charge:R:1 method="wB97M-V/def2-TZVPD" molar_mass_g_mol=680.515 orbital_gap_ha=0.271 relative_energy_kcal_mol=4.2 spin_multiplicity=1
La 11.957614 11.896722 10.676450 -0.564 1.359 0.305 1.49
N 14.507773 8.685777 13.402996 0.327 1.283 -1.614 -0.44
C 13.998387 9.668648 12.558140 1.037 -1.352 0.647 0.45
S 12.552693 10.387039 13.044457 -0.835 0.586 0.391 -0.56
N 14.763576 9.849172 11.513831 0.568 0.313 -0.763 -0.98
N 14.424646 10.875476 10.685217 -1.849 -0.170 1.889 0.34
C 15.089716 11.050815 9.636256 2.616 -0.891 -0.687 0.32
C 16.271192 10.125596 9.260045 -0.446 1.135 -0.145 -0.11
C 16.025215 8.832390 8.876784 -1.394 -1.285 -0.458 -0.32
C 16.931788 8.099412 8.123072 0.899 0.318 -0.879 -0.61
C 18.160846 8.698638 7.766101 -0.340 0.808 1.079 -0.43
C 18.514158 9.998449 8.282351 -1.623 -2.450 -0.154 -0.50
C 17.550872 10.645526 9.042359 0.002 1.170 -0.060 -0.33
C 14.766323 12.192086 8.766521 -0.208 0.211 -2.232 0.89
C 15.506678 12.440742 7.588511 0.841 -1.921 1.876 -0.33
C 15.217178 13.478792 6.795591 0.197 1.807 -1.349 -0.74
C 14.147142 14.275790 7.090041 -1.280 -0.465 1.494 -0.76
C 13.319516 13.945523 8.177960 2.233 -0.779 -1.111 -0.31
N 13.649529 12.902867 8.962084 -0.440 0.467 0.837 -0.07
H 13.909341 8.330839 14.092198 -0.787 -0.556 0.798 0.23
H 15.141816 8.070763 12.924417 0.194 -0.197 0.236 0.24
H 15.041303 8.352698 9.032249 0.497 0.628 0.103 0.31
H 16.601840 7.130287 7.676884 0.576 0.839 0.613 0.32
H 18.842332 8.157264 7.133927 0.211 -0.022 -0.159 0.40
H 19.465828 10.429757 8.068035 0.419 0.252 -0.073 0.45
H 17.721059 11.679554 9.371900 0.127 -0.436 -0.086 0.47
H 16.339884 11.794501 7.385812 0.169 -0.036 -0.173 0.36
H 15.823238 13.821662 5.950926 0.004 -0.716 0.215 0.40
H 13.955889 15.103995 6.477524 -0.509 1.093 -0.606 0.48
H 12.441543 14.491067 8.400487 -0.806 0.271 0.374 0.51
C 7.895681 17.344942 7.670552 -0.669 -0.996 -0.362 -0.77
O 8.146087 17.747867 8.984598 0.105 0.275 0.244 -0.42
C 8.942388 16.993403 9.769022 0.219 0.871 0.253 1.27
C 9.238720 17.624612 11.023729 -0.465 -0.397 0.059 -0.97
C 9.945309 16.910898 11.946529 -0.089 -0.808 -0.426 -0.58
C 10.405730 15.591307 11.634106 0.571 -0.367 1.497 -0.19
C 10.896744 14.776540 12.778923 0.521 0.764 -1.115 0.99
C 11.044339 15.435208 14.184534 -1.038 -0.446 -0.167 -1.54
O 11.203705 13.572477 12.653500 -0.029 0.542 0.222 -0.49
C 10.285345 15.063202 10.309487 -0.448 -0.350 -0.685 0.06
O 10.841440 13.965184 9.880338 0.028 0.184 0.761 -0.57
C 9.455274 15.789114 9.376707 0.930 -0.112 1.347 -0.33
H 7.054371 17.956648 7.374912 -0.116 -0.011 -0.378 0.27
H 7.627093 16.268218 7.590034 -0.120 0.628 0.215 0.29
H 8.727920 17.483324 6.987744 0.389 0.308 0.066 0.33
H 8.749572 18.570450 11.262209 0.337 -0.207 -0.225 0.38
H 10.144053 17.265736 12.960032 -0.297 0.172 -0.563 0.21
H 11.696051 14.810357 14.779206 0.035 -0.205 0.106 0.35
H 10.037569 15.458845 14.649797 0.399 -0.368 -0.141 0.41
H 11.356435 16.477194 14.292000 0.320 -0.238 -0.681 0.43
H 9.301438 15.365249 8.406337 -0.026 -0.153 -0.252 0.32
O 12.125204 10.069854 8.886764 -0.858 -0.022 0.212 -0.74
C 10.875363 9.870879 9.026957 0.750 -0.174 -0.401 1.04
O 10.153182 10.694813 9.690675 -0.062 -0.728 -0.438 -0.88
C 10.256678 8.609592 8.454103 1.319 1.237 1.208 0.40
C 11.024249 7.603311 7.900923 1.076 -0.286 -1.042 -0.34
C 10.368061 6.456530 7.468392 1.147 -0.257 0.287 -0.45
C 9.069823 6.217864 7.835265 -0.160 -2.363 -2.178 -0.32
C 8.377520 7.196383 8.449736 -2.777 0.524 0.042 -0.41
C 8.933634 8.419842 8.714116 -1.297 1.060 1.279 -0.40
H 12.125783 7.702610 7.738644 -1.191 0.199 0.138 0.26
H 10.864029 5.703702 6.878741 0.411 -0.078 0.057 0.39
H 8.593578 5.263114 7.414410 0.502 1.538 1.048 0.26
H 7.298130 7.056634 8.523142 0.215 0.067 0.547 0.31
H 8.378734 9.244924 9.244053 0.532 -1.067 -0.845 0.29

***

3.
15
Properties=species:S:1:pos:R:3:forces:R:3:mulliken_charge:R:1 method="wB97M-V/def2-TZVPD" molar_mass_g_mol=96.133 smiles=C[C@H]1CN[C@H]1C#N orbital_gap_ha=0.389 relative_energy_kcal_mol=30.3 spin_multiplicity=1
C -0.925350 -0.089153 -1.381390 -0.018 0.010 -0.012 -1.54
C 0.029097 -0.682751 -0.362186 -0.043 -0.060 -0.093 0.25
C 1.425370 -0.032809 -0.247027 0.159 -0.007 -0.296 -0.56
N 1.260360 0.088310 1.214745 0.055 0.198 0.152 -0.49
C -0.159045 -0.298431 1.137424 -0.196 -0.102 0.122 0.19
C -1.121914 0.786402 1.379406 -0.600 0.732 0.185 0.02
N -1.865681 1.650173 1.580727 0.713 -0.800 -0.209 -0.44
H -0.973738 1.001396 -1.286543 0.005 -0.160 -0.013 0.40
H -0.588973 -0.328085 -2.396129 -0.050 0.028 0.137 0.39
H -1.940871 -0.480222 -1.257565 0.140 0.035 -0.019 0.36
H 0.080862 -1.770264 -0.466766 0.009 0.160 0.027 0.32
H 1.488207 0.923186 -0.784308 -0.031 -0.120 0.101 0.27
H 2.279407 -0.655732 -0.533450 -0.129 0.109 0.025 0.29
H 1.424407 1.014471 1.594010 0.004 -0.149 -0.011 0.27
H -0.412137 -1.126491 1.809055 -0.016 0.127 -0.096 0.28

***

4.
112
Properties=species:S:1:pos:R:3:forces:R:3:lowdin_spin:R:1 method="wB97M-V/def2-TZVPD" total_charge=+2 molar_mass_g_mol=1065.720 s2=0.76 orbital_gap_ha="0.259 / 0.190" spin_multiplicity=2
Zr 0.079547 0.727667 0.837695 -0.460 0.736 0.374 0.00
N 3.288032 -0.709694 1.054628 0.218 0.092 -0.112 0.00
P 2.806662 0.934898 1.050514 -0.114 -0.463 0.135 0.00
C 4.300201 1.625274 0.283392 -0.078 0.132 -0.010 0.00
C 4.735884 2.926216 0.532750 0.022 -0.093 0.052 0.00
C 5.893703 3.398853 -0.061300 -0.020 -0.002 -0.010 0.00
C 6.618498 2.590549 -0.925034 -0.001 0.023 0.025 0.00
C 6.175375 1.307593 -1.202106 -0.024 -0.003 0.006 0.00
C 5.021480 0.823495 -0.604594 -0.020 0.011 -0.101 0.00
C 2.759588 1.222698 2.849036 0.144 0.145 0.054 0.00
C 3.914166 1.029319 3.607177 -0.034 0.051 0.052 0.00
C 3.875070 1.162698 4.986524 -0.006 -0.002 -0.028 0.00
C 2.680585 1.471499 5.624457 -0.070 0.008 -0.012 0.00
C 1.517322 1.640798 4.885081 0.128 -0.073 -0.005 0.00
C 1.563060 1.523145 3.503956 -0.116 -0.033 -0.055 0.00
C 2.409579 -1.753218 1.101557 -0.006 -0.131 -0.037 0.00
C 2.912575 -3.035539 1.389808 0.011 0.132 -0.017 0.00
C 2.061075 -4.101842 1.414411 -0.124 -0.067 -0.006 0.00
C 0.707380 -3.887853 1.136761 0.146 0.027 0.045 0.00
C 0.296865 -2.615747 0.862899 -0.090 0.123 0.037 0.00
N 1.107568 -1.521657 0.855477 0.091 -0.196 -0.030 0.00
H 4.240579 -0.936978 1.308278 -0.063 -0.014 -0.006 0.00
H 4.163501 3.568578 1.178444 0.013 -0.003 -0.010 0.00
H 6.224938 4.406544 0.146662 0.021 0.024 0.006 0.00
H 7.522634 2.963390 -1.385012 0.024 0.009 -0.020 0.00
H 6.725916 0.677773 -1.886410 0.013 -0.020 -0.019 0.00
H 4.682534 -0.171638 -0.855738 0.003 -0.024 0.037 0.00
H 4.856675 0.805440 3.119975 0.001 -0.008 -0.023 0.00
H 4.777720 1.029676 5.566102 0.033 -0.002 0.011 0.00
H 2.655403 1.578589 6.700086 0.000 0.001 0.021 0.00
H 0.581753 1.878650 5.372117 -0.009 -0.005 0.017 0.00
H 0.618625 1.738112 2.988635 0.283 0.106 0.052 0.00
H 3.966740 -3.151024 1.599458 0.024 0.001 -0.003 0.00
H 2.433560 -5.090674 1.644573 0.002 -0.024 0.011 0.00
H -0.009000 -4.693195 1.129808 -0.022 -0.027 0.014 0.00
H -0.738007 -2.430096 0.630538 0.028 -0.031 -0.016 0.00
C -0.719848 2.197616 -2.046032 0.015 -0.222 0.025 0.00
N -1.004142 3.486657 -1.484672 -0.046 -0.024 -0.030 0.00
C -0.750030 4.708307 -2.081512 0.040 0.057 0.035 0.00
C -0.982650 5.648970 -1.140235 0.035 -0.074 0.019 0.00
N -1.357851 5.006484 0.017049 -0.064 0.016 -0.051 0.00
B -1.538227 5.616692 1.420678 0.097 0.023 -0.004 0.00
N -0.214256 5.283967 2.264087 -0.101 -0.140 -0.020 0.00
C -0.104413 6.004737 3.426589 0.100 0.029 0.077 0.00
C 1.106218 5.764053 3.969408 -0.090 0.116 -0.061 0.00
N 1.738763 4.881533 3.133894 0.114 -0.156 0.046 0.00
C 3.158105 4.595262 3.264521 -0.090 0.004 -0.001 0.00
C 0.908336 4.564687 2.103467 0.060 0.033 -0.242 0.00
S 1.425169 3.474595 0.801679 -0.166 0.021 0.139 0.00
C -1.359594 3.699939 -0.201447 -0.073 -0.057 0.156 0.00
S -1.766289 2.524374 1.001175 -0.075 0.000 -0.257 0.00
H -0.503865 2.293591 -3.108647 -0.052 0.041 0.037 0.00
H -1.554121 1.509759 -1.889794 0.123 0.069 0.013 0.01
H 0.204734 1.786830 -1.592060 -0.037 0.015 -0.080 0.00
H -0.442362 4.788052 -3.107113 0.008 0.005 -0.053 0.00
H -0.914805 6.719281 -1.187269 -0.009 0.054 -0.015 0.00
H -1.584921 6.813128 1.318634 0.023 -0.039 -0.013 0.00
H -2.483729 5.141328 1.982114 0.020 0.004 0.002 0.00
H -0.897707 6.652355 3.750134 -0.041 0.018 0.021 0.00
H 1.588644 6.162736 4.841542 0.008 0.010 0.069 0.00
H 3.449215 4.822494 4.286773 0.022 -0.022 -0.002 0.00
H 3.729196 5.228709 2.584563 -0.003 -0.020 0.014 0.00
H 3.358789 3.552005 3.061783 -0.002 -0.021 0.032 0.00
C 0.910646 -6.539456 -1.888223 0.009 0.007 0.004 0.00
C 0.024186 -5.327974 -1.877149 0.017 0.005 -0.054 0.01
C 0.445505 -4.128058 -2.444705 -0.027 0.028 -0.022 0.00
C -0.370035 -3.007264 -2.469742 0.061 -0.113 -0.058 0.01
C 0.115090 -1.736631 -3.108848 0.032 0.165 0.054 0.02
C -1.636871 -3.110050 -1.884480 -0.097 -0.088 0.039 0.04
Te -2.940184 -1.504879 -2.082846 -0.347 0.426 0.084 0.58
N -1.556468 -0.347882 0.044894 0.363 -0.190 -0.046 0.07
C -1.894825 -0.561771 1.266365 0.458 0.125 0.047 0.00
O -1.019741 -0.114705 2.253116 -0.253 -0.045 -0.186 0.01
C -3.103394 -1.233129 1.766000 -0.056 0.073 -0.001 0.00
C -3.020190 -2.102760 2.848655 -0.017 -0.107 -0.036 0.00
C -4.159094 -2.763965 3.281453 0.014 0.025 -0.016 0.00
C -5.378882 -2.529501 2.659473 -0.009 0.005 -0.009 0.00
C -5.469058 -1.625731 1.608537 0.046 -0.019 0.017 0.00
C -4.329296 -0.978094 1.157851 -0.121 -0.014 0.022 0.00
C -3.214830 -1.774620 -4.139533 -0.014 -0.330 0.012 0.07
C -3.422600 -3.094184 -4.547223 0.084 0.014 -0.245 0.04
C -3.809370 -3.355692 -5.852094 0.038 0.013 0.071 0.00
C -3.970103 -2.301068 -6.737303 0.001 -0.012 0.002 0.03
C -3.745918 -0.995688 -6.324426 0.023 0.049 -0.002 0.00
C -3.366708 -0.702010 -5.019761 -0.120 -0.014 -0.077 0.02
C -3.129700 0.717450 -4.595915 0.018 0.100 0.046 0.01
C -2.085458 -4.278832 -1.264385 0.168 -0.082 0.100 0.01
C -3.413878 -4.421635 -0.570383 -0.073 0.015 0.012 0.02
C -1.231875 -5.379663 -1.289866 -0.038 0.047 0.025 0.00
H 1.831335 -6.354665 -2.437104 0.017 0.004 -0.008 0.00
H 0.403023 -7.385377 -2.351106 -0.011 -0.015 -0.002 0.00
H 1.174169 -6.839121 -0.872629 -0.004 -0.005 0.025 0.00
H 1.430520 -4.070037 -2.891754 0.026 -0.004 -0.014 0.00
H 1.136163 -1.846166 -3.470491 -0.002 -0.010 0.025 0.00
H 0.098395 -0.906451 -2.387934 -0.006 -0.085 -0.072 0.01
H -0.505925 -1.448295 -3.962080 0.015 -0.039 0.019 0.00
H -2.068032 -2.266154 3.336585 0.010 0.024 0.011 0.00
H -4.100085 -3.449504 4.114849 0.000 -0.025 0.024 0.00
H -6.268313 -3.033946 3.010639 -0.016 -0.021 0.013 0.00
H -6.427506 -1.413712 1.154876 -0.015 0.008 0.002 0.00
H -4.403030 -0.227266 0.383025 0.064 0.009 -0.065 0.00
H -3.277424 -3.918196 -3.861301 -0.003 -0.018 0.050 0.00
H -3.976903 -4.373879 -6.173240 -0.013 -0.020 -0.003 0.00
H -4.267469 -2.494340 -7.758380 -0.007 0.000 -0.029 0.00
H -3.869147 -0.185099 -7.030554 0.000 0.023 -0.017 0.00
H -3.267974 1.400004 -5.431501 -0.005 0.012 -0.005 0.00
H -2.110679 0.848365 -4.224740 0.004 -0.005 -0.008 0.00
H -3.819406 1.029644 -3.805955 -0.002 -0.023 0.012 0.00
H -3.902205 -3.470252 -0.349767 0.048 0.007 0.001 0.01
H -3.280962 -4.936289 0.381218 -0.011 -0.016 0.003 0.00
H -4.107275 -5.019577 -1.164628 -0.002 0.007 -0.034 0.00
H -1.564334 -6.302284 -0.827377 -0.009 -0.037 0.003 0.00